(1)
This record from the Open Molecules 2025 dataset describes one molecule with the formula C14H19N3O4. The level of theory is ωB97M-V/def2-TZVPD.

Structure (XYZ):
```
40
Properties=species:S:1:pos:R:3
C 3.527 1.127 0.674
C 3.025 -0.254 1.121
C 2.367 -0.145 2.516
C 1.062 0.611 2.427
O 0.914 1.780 2.736
N 0.019 -0.154 2.022
N -1.199 0.486 1.750
C -1.836 0.130 0.573
O -1.504 -0.857 -0.048
N -2.886 0.958 0.287
C -3.834 0.841 -0.735
C -3.793 -0.168 -1.692
C -4.762 -0.218 -2.677
C -5.774 0.725 -2.725
C -5.816 1.730 -1.774
C -4.854 1.790 -0.784
O 2.020 -0.760 0.263
C 2.468 -1.233 -0.994
C 3.579 -2.266 -0.817
C 4.651 -1.637 0.070
O 4.084 -1.175 1.282
H 4.383 1.403 1.283
H 2.737 1.858 0.814
H 3.824 1.127 -0.372
H 2.194 -1.156 2.881
H 3.050 0.375 3.184
H 0.171 -0.967 1.430
H -1.147 1.455 2.056
H -3.048 1.724 0.926
H -3.007 -0.903 -1.655
H -4.722 -1.005 -3.415
H -6.527 0.678 -3.498
H -6.601 2.471 -1.800
H -4.889 2.576 -0.042
H 1.579 -1.664 -1.459
H 2.823 -0.399 -1.616
H 3.994 -2.552 -1.782
H 3.175 -3.149 -0.320
H 5.405 -2.368 0.371
H 5.149 -0.814 -0.462
```

## Properties
- SMILES = CC1(CC(=O)NNC(=O)Nc2ccccc2)OCCCO1
- orbital gap (eV) = 9.1


(2)
This record from the Open Molecules 2025 dataset describes a 2-piece molecular cluster, C14H19N3O5PS overall at a distorted geometry. The level of theory is ωB97M-V/def2-TZVPD.

Structure (XYZ):
```
43
Properties=species:S:1:pos:R:3
N 0.247 3.953 4.213
P -0.554 2.738 3.762
O -1.480 3.073 2.528
O -1.521 2.106 4.860
S 0.832 1.187 3.199
C -0.039 -0.307 2.556
C -1.453 -0.076 2.062
C -2.032 -1.418 1.600
O -1.129 -2.036 0.688
C 1.804 1.767 1.839
C 1.255 1.960 0.580
C 2.148 2.370 -0.374
C 3.469 2.562 -0.036
N 4.010 2.422 1.172
C 3.125 2.021 2.078
H 0.044 4.179 5.180
H -2.351 2.668 2.671
H -1.037 1.972 5.687
H 0.562 -0.620 1.709
H 0.011 -1.061 3.334
H -1.481 0.577 1.194
H -2.094 0.364 2.821
H -2.970 -1.266 1.080
H -2.136 -2.063 2.472
H -0.739 -2.817 1.084
H 0.217 1.794 0.348
H 1.828 2.536 -1.388
H 4.148 2.859 -0.824
H 3.492 1.883 3.090
C -0.804 -2.237 -2.369
C -1.389 -1.349 -3.264
C -1.123 -1.448 -4.620
C -0.273 -2.442 -5.064
C 0.324 -3.332 -4.192
C 0.055 -3.225 -2.836
N -0.005 -2.564 -6.507
O -0.528 -1.755 -7.243
O 0.720 -3.465 -6.867
H -1.018 -2.158 -1.305
H -2.058 -0.578 -2.905
H -1.578 -0.758 -5.316
H 0.988 -4.101 -4.556
H 0.514 -3.917 -2.144
```

## Properties
- total charge = +1
- orbital gap (eV) = 8.1


(3)
This record from the Open Molecules 2025 dataset describes a 2-piece molecular cluster, C14H19N5O7 overall at a distorted geometry. The level of theory is ωB97M-V/def2-TZVPD.

Structure (XYZ):
```
45
Properties=species:S:1:pos:R:3
C -3.517 5.049 -4.201
C -2.464 4.344 -3.660
C -2.533 3.499 -2.439
C -1.597 2.483 -2.214
C -0.475 2.162 -3.130
O -0.672 2.034 -4.328
O 0.732 1.947 -2.557
N -1.688 1.746 -1.020
C -2.675 1.941 -0.097
O -2.727 1.249 0.902
N -3.635 2.874 -0.305
C -3.556 3.704 -1.382
O -4.358 4.623 -1.359
H -4.513 5.054 -3.767
H -3.385 5.631 -5.107
H -1.529 4.402 -4.210
H 1.319 1.689 -3.282
H -0.980 1.036 -0.796
H -4.228 3.142 0.465
C 4.085 -1.841 -0.268
N 3.566 -0.788 0.607
C 2.615 -0.894 1.540
O 2.311 0.086 2.209
C 1.896 -2.245 1.772
C 0.746 -2.459 0.764
C -0.174 -1.256 0.630
N -1.140 -1.104 1.503
O -0.038 -0.453 -0.279
N 1.364 -2.315 3.136
C 1.178 -3.392 3.897
C 1.592 -4.760 3.391
O 0.670 -3.285 5.000
H 3.308 -2.176 -0.958
H 4.920 -1.453 -0.853
H 4.443 -2.686 0.323
H 3.955 0.139 0.513
H 2.631 -3.037 1.638
H 0.152 -3.327 1.047
H 1.169 -2.656 -0.219
H -1.727 -0.278 1.406
H -1.243 -1.733 2.277
H 1.135 -1.428 3.567
H 1.383 -5.495 4.168
H 2.659 -4.762 3.179
H 1.027 -5.013 2.498
```

## Properties
- SMILES = C=Cc1c(C(=O)O)[nH]c(=O)[nH]c1=O.CNC(=O)[C@H](CC(N)=O)NC(C)=O
- orbital gap (eV) = 8.2


(4)
This record from the Open Molecules 2025 dataset describes C14H19NO2S2 as an isolated structure at a distorted geometry. The level of theory is ωB97M-V/def2-TZVPD.

Structure (XYZ):
```
38
Properties=species:S:1:pos:R:3
C 3.690 -1.201 2.640
O 3.005 0.058 2.619
C 1.644 0.064 2.640
C 1.036 1.339 2.543
C -0.333 1.453 2.377
C -1.156 0.313 2.327
C -2.589 0.447 1.960
O -3.365 -0.600 2.258
C -4.781 -0.434 2.462
C -0.569 -0.953 2.573
C 0.809 -1.085 2.712
H 4.752 -0.889 2.646
H 3.462 -1.769 3.554
H 3.477 -1.798 1.742
H 1.684 2.211 2.558
H -0.794 2.426 2.260
H -3.037 1.451 1.984
H -5.128 -1.470 2.641
H -4.988 0.215 3.326
H -5.276 -0.017 1.561
H -1.218 -1.840 2.652
H 1.247 -2.072 2.870
C -5.130 -1.519 -3.249
C -6.479 -1.306 -2.549
C -6.322 -0.069 -1.654
N -4.910 0.306 -1.749
C -4.365 1.033 -0.726
S -5.384 1.961 0.235
S -2.711 0.958 -0.245
C -4.106 -0.655 -2.502
H -4.831 -2.571 -3.253
H -5.198 -1.174 -4.286
H -7.298 -1.162 -3.259
H -6.714 -2.173 -1.922
H -6.975 0.756 -1.961
H -6.617 -0.311 -0.623
H -3.490 -1.249 -1.814
H -3.412 -0.149 -3.180
```

## Properties
- orbital gap (eV) = 7.1


(5)
This record from the Open Molecules 2025 dataset describes a 11-piece molecular cluster, C14H20B2Cl30NO3S overall at a distorted geometry. The level of theory is ωB97M-V/def2-TZVPD.

Structure (XYZ):
```
71
Properties=species:S:1:pos:R:3
C 1.282 -1.619 -0.853
C 0.225 -0.583 -0.397
B -0.631 0.110 -1.627
O 0.058 -0.034 -2.979
N -0.850 1.672 -1.436
C -1.266 2.078 -0.402
S -1.348 2.787 1.059
B -2.109 -0.748 -1.758
O -2.158 -2.151 -2.078
O -3.365 -0.141 -1.596
C -4.243 -0.927 -0.783
H 2.288 -1.204 -0.777
H 1.259 -2.449 -0.143
H 1.088 -2.053 -1.832
H 0.745 0.144 0.240
H -0.490 -1.119 0.241
H -0.283 -0.788 -3.452
H -2.214 -2.164 -3.038
H -5.091 -0.286 -0.523
H -3.761 -1.293 0.124
H -4.646 -1.752 -1.374
C 2.922 -5.464 -0.002
Cl 1.472 -5.116 -0.939
Cl 4.364 -5.376 -1.023
Cl 3.070 -4.361 1.369
H 2.844 -6.471 0.384
C 2.182 3.715 0.587
Cl 2.947 2.138 0.386
Cl 3.287 4.854 1.375
Cl 1.648 4.346 -0.969
H 1.309 3.589 1.218
C 3.766 -0.020 3.386
Cl 2.289 -0.897 3.004
Cl 3.820 0.398 5.105
Cl 5.191 -0.962 2.931
H 3.771 0.899 2.814
C -2.355 -7.172 -1.176
Cl -3.828 -7.030 -0.208
Cl -1.972 -5.634 -1.942
Cl -1.010 -7.731 -0.175
H -2.528 -7.906 -1.952
C -7.267 2.078 -0.244
Cl -7.643 1.887 -1.960
Cl -7.897 0.707 0.682
Cl -5.536 2.256 0.002
H -7.757 2.975 0.110
C 3.400 5.867 -3.884
Cl 4.953 5.049 -4.082
Cl 3.634 7.592 -3.574
Cl 2.385 5.621 -5.305
H 2.896 5.437 -3.029
C 2.870 1.319 9.107
Cl 1.987 -0.201 8.970
Cl 3.447 1.560 10.760
Cl 4.212 1.365 7.964
H 2.193 2.127 8.865
C 2.065 0.490 -4.294
Cl 2.832 -1.089 -4.499
Cl 3.187 1.630 -3.529
Cl 1.514 1.120 -5.852
H 1.194 0.364 -3.648
C -7.715 -6.392 -1.159
Cl -7.355 -4.669 -1.196
Cl -9.269 -6.694 -0.373
Cl -7.702 -7.072 -2.789
H -6.944 -6.887 -0.583
C 5.120 8.369 2.638
Cl 3.584 9.223 2.480
Cl 4.868 6.748 3.288
Cl 5.954 8.294 1.084
H 5.744 8.918 3.330
```

## Properties
- total charge = -1
- orbital gap (eV) = 6.8


(6)
This record from the Open Molecules 2025 dataset describes one molecule with the formula C14H20ClN3O2. The level of theory is ωB97M-V/def2-TZVPD.

Structure (XYZ):
```
40
Properties=species:S:1:pos:R:3
C 2.169 4.488 -1.886
C 1.515 3.220 -1.439
C 1.398 2.121 -2.282
C 0.797 0.950 -1.867
C 0.285 0.843 -0.574
N -0.290 -0.370 -0.205
C -0.942 -0.680 0.935
O -1.175 0.075 1.858
C -1.415 -2.148 0.983
C -0.278 -3.173 0.862
C 0.650 -3.235 2.081
C 1.578 -2.025 2.161
C 1.478 -4.518 2.015
N -2.445 -2.404 -0.020
C -2.237 -2.498 -1.358
N -3.363 -2.737 -2.091
O -1.149 -2.361 -1.897
C 0.388 1.929 0.289
C 0.996 3.090 -0.154
Cl 1.109 4.423 0.945
H 3.018 4.722 -1.246
H 1.468 5.320 -1.817
H 2.514 4.402 -2.913
H 1.789 2.189 -3.287
H 0.715 0.109 -2.539
H -0.298 -1.087 -0.936
H -1.898 -2.275 1.958
H 0.312 -2.980 -0.034
H -0.752 -4.151 0.735
H 0.036 -3.264 2.988
H 2.281 -2.149 2.981
H 2.144 -1.917 1.238
H 1.020 -1.111 2.335
H 2.087 -4.527 1.114
H 2.139 -4.588 2.876
H 0.836 -5.396 2.006
H -3.398 -2.375 0.303
H -4.217 -3.051 -1.666
H -3.230 -2.933 -3.068
H -0.006 1.866 1.289
```

## Properties
- SMILES = Cc1ccc(NC(=O)[C@H](CC(C)C)NC(N)=O)cc1Cl
- orbital gap (eV) = 8.7


(7)
This record from the Open Molecules 2025 dataset describes one molecule with the formula C14H20ClNOS. The level of theory is ωB97M-V/def2-TZVPD.

Structure (XYZ):
```
38
Properties=species:S:1:pos:R:3
C 0.356 6.486 -1.493
C -0.787 5.942 -0.643
C -0.722 4.428 -0.443
C -0.966 3.641 -1.729
C -1.010 2.134 -1.471
N 0.248 1.641 -0.963
C 0.388 1.117 0.272
O -0.531 0.955 1.044
C 1.820 0.706 0.598
C 1.989 0.334 2.058
S 2.282 -0.684 -0.525
C 0.982 -1.831 -0.103
C 1.200 -2.776 0.887
C 0.187 -3.649 1.241
C -1.036 -3.566 0.595
Cl -2.305 -4.650 1.038
C -1.255 -2.632 -0.406
C -0.237 -1.765 -0.758
H 1.316 6.198 -1.069
H 0.301 6.111 -2.512
H 0.313 7.572 -1.531
H -0.754 6.422 0.338
H -1.741 6.204 -1.106
H -1.474 4.135 0.292
H 0.255 4.161 -0.033
H -1.919 3.944 -2.167
H -0.179 3.853 -2.455
H -1.761 1.897 -0.714
H -1.259 1.606 -2.399
H 1.061 1.738 -1.552
H 2.516 1.499 0.312
H 1.253 -0.417 2.337
H 2.990 -0.050 2.240
H 1.826 1.213 2.677
H 2.160 -2.827 1.377
H 0.344 -4.384 2.014
H -2.211 -2.583 -0.901
H -0.392 -1.037 -1.539
```

## Properties
- SMILES = CCCCCNC(=O)[C@@H](C)Sc1ccc(Cl)cc1
- orbital gap (eV) = 9.4


(8)
This record from the Open Molecules 2025 dataset describes one molecule with the formula C14H20N2O6S2. The level of theory is ωB97M-V/def2-TZVPD.

Structure (XYZ):
```
44
Properties=species:S:1:pos:R:3
C 1.666 1.134 -5.280
C 0.712 0.102 -4.696
O -0.507 0.707 -4.254
C -0.502 1.279 -3.048
O 0.456 1.296 -2.321
C -1.853 1.906 -2.744
C -2.976 0.867 -2.870
C -2.859 -0.171 -1.756
C -2.871 0.526 -0.398
N -1.789 1.479 -0.350
S -1.275 1.889 1.184
O -0.501 3.088 1.091
O -2.370 1.851 2.114
C -0.190 0.503 1.542
C -0.378 -0.226 2.701
C 0.468 -1.291 2.973
C 1.474 -1.588 2.075
S 2.526 -2.993 2.396
N 1.613 -4.212 1.669
O 2.568 -3.254 3.804
O 3.748 -2.864 1.660
C 1.667 -0.856 0.919
C 0.823 0.210 0.647
C -1.870 2.522 -1.343
H 2.553 0.635 -5.660
H 1.186 1.673 -6.093
H 1.963 1.843 -4.511
H 1.181 -0.410 -3.850
H 0.407 -0.625 -5.451
H -2.009 2.694 -3.487
H -3.938 1.378 -2.789
H -2.924 0.385 -3.847
H -3.686 -0.880 -1.812
H -1.922 -0.721 -1.862
H -3.838 1.025 -0.236
H -2.715 -0.186 0.414
H -1.181 0.053 3.366
H 0.374 -1.884 3.869
H 1.299 -4.893 2.341
H 2.112 -4.648 0.911
H 2.479 -1.123 0.263
H 0.929 0.806 -0.246
H -2.790 3.114 -1.223
H -1.009 3.172 -1.185
```

## Properties
- SMILES = CCOC(=O)[C@H]1CCCN(S(=O)(=O)c2ccc(S(N)(=O)=O)cc2)C1
- orbital gap (eV) = 9.8